DFT (wB97M-V/def2-TZVPD) results for a molecular structure, C27H74AsF6O24S10 at a distorted geometry.

- energy above the lowest of the compared OMol25 structures with the same formula, charge and spin (kJ/mol) = 39.1
- Kohn-Sham gap (eV) = 8.44
- total charge = -1
- F_max (Eh/bohr) = 0.092
- HOMO (eV) = -7.17
- multiplicity = 1

Geometry (Å):
1 As -1.89651 0.09541 0.78960
2 F -1.10494 -1.49439 0.42856
3 F -3.32619 -0.22590 -0.26437
4 F -2.66305 1.71490 1.12577
5 F -0.47352 0.56886 1.80602
6 F -1.05407 0.84993 -0.63084
7 F -2.82704 -0.64386 2.22747
8 O -7.36848 2.08984 -4.38435
9 S -6.72731 3.23815 -4.97281
10 O -7.29315 3.95964 -6.08454
11 O -6.52995 4.33643 -3.72703
12 C -5.80008 3.79966 -2.59524
13 C -5.80431 4.94844 -1.57050
14 C -4.98492 2.91634 -5.45271
15 H -4.74340 3.55562 -2.70466
16 H -6.21728 2.87364 -2.19961
17 H -5.37757 4.61860 -0.62329
18 H -6.82755 5.13202 -1.24284
19 H -5.37396 5.89035 -1.91066
20 H -4.54633 2.31515 -4.65627
21 H -4.47748 3.88101 -5.45348
22 H -4.94413 2.37301 -6.39676
23 O -6.49779 0.23537 10.32604
24 S -5.26970 0.99382 10.32200
25 O -4.14045 0.61046 11.18713
26 O -4.77538 1.22901 8.79113
27 C -3.57835 2.05967 8.56216
28 C -3.05541 1.82020 7.19895
29 C -5.54348 2.83458 10.75274
30 H -2.85984 1.87050 9.35970
31 H -3.93962 3.08752 8.59528
32 H -3.84277 2.03439 6.47625
33 H -2.78514 0.77476 7.05026
34 H -2.18150 2.44274 7.00702
35 H -6.16420 2.87515 11.64782
36 H -6.08468 3.16673 9.86681
37 H -4.62911 3.41916 10.85421
38 O 6.03337 -7.90801 0.70501
39 S 5.59574 -8.73491 -0.40632
40 O 5.16957 -10.13021 -0.16215
41 O 4.23431 -8.11044 -1.16580
42 C 4.00821 -6.72032 -1.44264
43 C 3.35647 -5.91976 -0.31503
44 C 6.83175 -8.57455 -1.85225
45 H 3.39461 -6.70372 -2.34337
46 H 4.95696 -6.28558 -1.75724
47 H 2.91887 -4.96725 -0.61390
48 H 4.06149 -5.77109 0.50286
49 H 2.64575 -6.63155 0.10489
50 H 7.04799 -7.51612 -1.99737
51 H 6.26401 -9.12639 -2.60141
52 H 7.69091 -9.20451 -1.62182
53 O 3.63250 7.81739 -5.24009
54 S 2.96155 7.26308 -6.45086
55 O 3.71254 6.50404 -7.43388
56 O 1.63413 6.42640 -5.94535
57 C 0.80225 6.95286 -4.95544
58 C 0.28110 5.80427 -4.09956
59 C 2.16751 8.64335 -7.34667
60 H -0.05213 7.38138 -5.47936
61 H 1.23151 7.80205 -4.42374
62 H 0.14853 4.84331 -4.59665
63 H -0.68421 6.05661 -3.66069
64 H 0.96011 5.63382 -3.26410
65 H 1.51834 9.18273 -6.65693
66 H 1.74192 8.19888 -8.24635
67 H 2.95555 9.33745 -7.63876
68 O 4.84289 -0.83832 -6.19709
69 S 3.37845 -0.79652 -6.03277
70 O 2.58557 -1.97285 -5.79366
71 O 3.02385 0.28773 -4.76879
72 C 2.98465 -0.15042 -3.38537
73 C 4.27568 -0.62621 -2.75874
74 C 2.55718 0.16354 -7.37487
75 H 2.30740 -1.00329 -3.34005
76 H 2.60085 0.74086 -2.88898
77 H 4.26870 -0.62589 -1.66876
78 H 5.18115 -0.16503 -3.15310
79 H 4.38333 -1.68083 -3.01230
80 H 3.19349 1.02284 -7.58652
81 H 1.52343 0.33273 -7.07345
82 H 2.49424 -0.41768 -8.29483
83 O 2.80781 6.86607 2.57903
84 S 2.07281 6.63968 1.36321
85 O 1.32198 7.74482 0.74793
86 O 2.95529 5.85189 0.21023
87 C 3.96931 4.99253 0.62409
88 C 4.75535 4.60113 -0.76331
89 C 0.87675 5.30581 1.54292
90 H 3.65795 4.12453 1.20525
91 H 4.59132 5.60043 1.28109
92 H 5.56485 3.93022 -0.47572
93 H 5.24523 5.47032 -1.20220
94 H 4.18908 4.21577 -1.61121
95 H -0.04913 5.63910 2.01171
96 H 1.35722 4.56316 2.17987
97 H 0.63438 4.87841 0.56994
98 O 8.67946 -2.37445 5.70428
99 S 7.99647 -3.45850 5.03491
100 O 7.70627 -4.77615 5.72340
101 O 6.50597 -2.95998 4.45579
102 C 6.51545 -1.86835 3.55320
103 C 5.09437 -1.30420 3.28021
104 C 8.82888 -3.89352 3.46367
105 H 6.96065 -2.23130 2.62682
106 H 7.20152 -1.08042 3.86396
107 H 5.13476 -0.36950 2.72093
108 H 4.44268 -1.10870 4.13179
109 H 4.51137 -2.03325 2.71746
110 H 8.25331 -4.45588 2.72844
111 H 9.73729 -4.43124 3.73526
112 H 9.01863 -2.89601 3.06733
113 C -7.94567 -3.25717 2.64000
114 S -8.36331 -3.14758 4.38883
115 O -8.18629 -4.52524 5.03745
116 C -6.99219 -1.98945 4.94314
117 H -8.66439 -3.96683 2.23022
118 H -6.92507 -3.58128 2.43643
119 H -8.08838 -2.28039 2.17780
120 H -7.06428 -1.76413 6.00716
121 H -7.13640 -1.08057 4.35899
122 H -6.01260 -2.41741 4.73019
123 C -1.02777 -6.72434 3.51136
124 S -2.35206 -7.29961 4.69171
125 O -1.91881 -6.89994 6.11139
126 C -3.75660 -6.16595 4.22874
127 H -0.49177 -5.79992 3.72640
128 H -1.52804 -6.59232 2.55198
129 H -0.30574 -7.50737 3.27979
130 H -4.45249 -6.67360 3.56081
131 H -3.32788 -5.33035 3.67551
132 H -4.38041 -5.75927 5.02473
133 C -4.16925 -3.27238 -6.77395
134 S -2.61330 -2.35364 -7.10604
135 O -2.93940 -1.07152 -7.89922
136 C -2.37542 -1.92645 -5.31552
137 H -4.22313 -3.88210 -5.87204
138 H -4.43936 -3.83448 -7.66793
139 H -4.93010 -2.55706 -6.46167
140 H -2.30281 -2.91573 -4.86369
141 H -3.24809 -1.36945 -4.97449
142 H -1.49011 -1.29784 -5.21974

Atomic forces in eV per Å
As -0.46 0.68 0.20
F -1.12 1.75 0.41
F 1.54 -0.15 0.96
F 0.90 -1.67 -0.07
F -1.65 -0.68 -0.84
F -0.78 -0.90 1.31
F 1.58 1.02 -2.03
O 0.49 0.50 -0.69
S 0.75 0.97 0.33
O -0.02 -0.41 1.06
O 0.62 -1.76 -1.59
C 0.32 1.21 1.55
C -1.11 -0.81 0.69
C -0.69 -0.18 1.15
H 0.11 0.13 -1.21
H -0.61 0.24 -0.10
H 0.68 -0.02 -0.21
H -0.26 0.28 -0.41
H 0.16 -0.31 -0.14
H -0.01 -0.12 -0.13
H -0.18 -0.05 -0.35
H -0.20 0.25 0.06
O 1.30 0.89 -0.51
S 2.01 2.12 1.70
O -1.77 0.03 -1.73
O -0.26 -0.84 0.72
C -0.72 0.33 0.91
C -0.13 -0.86 -0.74
C -0.74 -1.66 -0.82
H -0.03 -0.04 -0.04
H 0.15 0.13 0.34
H 0.16 0.16 -0.14
H 0.16 0.02 0.06
H -0.10 0.04 0.01
H 0.10 -0.03 -0.12
H -0.22 0.29 0.25
H 0.10 -0.59 0.09
O -0.49 -0.63 -1.35
S -1.24 -0.76 -0.24
O 1.37 2.95 -0.82
O 1.04 -0.92 1.13
C 0.77 0.97 -0.46
C 0.55 -1.44 0.46
C -1.57 -1.28 1.62
H -0.18 -0.24 0.12
H 0.17 0.22 0.08
H -0.05 -0.28 -0.15
H 0.17 0.24 -0.12
H -0.63 0.47 0.02
H -0.12 -0.32 -0.17
H 0.13 0.64 -0.45
H 0.08 0.40 0.32
O -1.49 -1.38 -2.71
S 0.66 1.59 1.73
O -1.30 0.35 1.49
O 2.93 -0.22 -1.96
C -1.94 0.31 0.23
C 0.35 0.23 1.02
C 0.90 -0.59 0.46
H -0.21 0.10 -0.19
H 0.43 -0.45 0.37
H 0.16 0.31 -0.48
H 0.00 0.18 -0.02
H 0.05 -0.12 0.02
H -0.31 -0.32 -0.26
H -0.40 0.21 0.28
H 0.17 -0.22 0.05
O -2.85 -0.10 0.11
S 0.60 1.69 1.19
O 0.68 0.05 -0.12
O 1.01 -0.99 -1.92
C -0.23 -0.20 -0.10
C 0.69 -0.88 -0.65
C 0.71 -0.59 0.43
H -0.50 0.38 0.18
H -0.23 -0.26 0.01
H -0.22 0.47 -0.04
H -0.14 0.42 0.17
H 0.14 -0.16 -0.10
H -0.43 0.21 0.32
H 0.33 0.42 0.27
H 0.38 -0.46 0.27
O 0.16 -0.30 -0.86
S -2.76 0.16 -1.33
O 2.08 -1.74 0.59
O -1.92 2.00 0.48
C 2.36 -0.26 -1.95
C -0.01 0.65 1.92
C 0.24 -0.04 0.57
H -0.45 -0.16 -0.33
H 0.63 -0.39 -0.10
H -0.12 -0.27 -0.19
H -0.08 0.35 0.45
H -0.54 -0.40 0.65
H 0.27 0.26 0.08
H -0.15 -0.14 -0.08
H 0.23 0.21 0.04
O -0.63 -0.91 -0.83
S -2.10 -4.09 0.62
O 0.81 4.32 -1.72
O 1.44 -0.75 1.38
C -0.27 1.10 -0.79
C 0.05 -0.78 0.09
C -0.03 1.14 0.69
H -0.35 0.01 -0.39
H -0.13 0.12 0.55
H 0.26 -0.14 -0.14
H 0.63 0.00 0.50
H 0.16 0.01 -0.30
H -0.39 -0.07 0.62
H -0.04 0.23 0.00
H 0.56 -0.20 -0.28
C 0.22 -0.01 -0.01
S 0.56 -0.79 1.53
O 0.14 1.86 -1.08
C -0.43 -0.70 -0.61
H 0.08 0.03 -0.03
H -0.01 -0.14 0.24
H -0.13 0.04 0.09
H -0.31 -0.22 -0.11
H 0.04 0.03 0.03
H -0.08 -0.09 -0.07
C -0.75 -0.08 -0.75
S 0.69 1.09 2.00
O -0.56 -0.58 -2.09
C 0.47 0.30 -0.90
H -0.37 -0.01 0.58
H -0.27 0.18 -0.07
H -0.09 -0.25 0.71
H 0.25 -0.32 -0.10
H -0.04 0.11 0.07
H 0.63 -0.40 0.55
C -0.48 0.59 0.23
S -0.49 1.58 0.04
O 0.21 -2.07 1.43
C -0.28 0.02 -1.26
H 1.04 -0.54 -0.21
H -0.11 0.15 0.17
H -0.13 0.50 -0.83
H 0.25 0.31 0.39
H -0.02 -0.14 0.04
H 0.04 -0.34 0.06

Atomic partial charges in e from the Löwdin method, atoms 1 to 2: As 0.96; F -0.31